# 1
Below is the ion C5H7N2O with charge +1, with properties calculated with ωB97M-V/def2-TZVPD.

Geometry as XYZ:
```
15
Properties=species:S:1:pos:R:3
C 2.567 0.564 0.075
C 1.229 1.060 -0.104
C 2.399 -0.832 0.018
C 0.373 -0.098 0.030
C -1.085 -0.318 0.001
N -1.764 0.812 -0.002
N -1.587 -1.554 -0.063
O 1.142 -1.214 -0.017
H 3.597 1.156 -0.070
H 0.888 2.096 0.030
H 3.260 -1.625 -0.155
H -1.461 1.770 -0.175
H -2.825 0.815 0.078
H -0.929 -2.332 0.102
H -2.512 -1.912 -0.028
```

## Properties
Highest occupied orbital energy = -13.17 eV
ΔE to the lowest compared entry with this formula, charge and spin = 0.0 kcal per mole
Total charge = +1
HOMO-LUMO gap = 8.855 eV
SMILES = NC(=[NH2+])c1ccco1
E_tot = -10318.631 eV
LUMO energy = -4.316 eV

# 2
Below is the ion C5H7N2O with charge +1, with properties calculated with ωB97M-V/def2-TZVPD.

Geometry as XYZ:
```
15
Properties=species:S:1:pos:R:3
C 2.500 0.012 0.130
C 3.113 0.679 -0.796
C -0.967 -0.960 -0.176
C 0.239 -1.561 0.043
C -2.124 1.339 0.072
N -1.250 0.148 0.351
N 1.410 -0.679 0.486
O 3.909 1.077 -1.642
H -1.728 -1.479 -0.834
H 0.471 -2.623 -0.094
H -1.547 2.168 0.613
H -3.014 1.173 0.603
H -2.320 1.628 -0.943
H -0.384 0.519 1.170
H 1.691 -1.440 1.018
```

## Properties
Highest occupied orbital energy (alpha / beta) = -13.40 / -13.01 eV
ΔE to the lowest compared entry with this formula, charge and spin = 146.5 kcal per mole
Total charge = +1
HOMO-LUMO gap (alpha / beta) = 7.623 / 6.079 eV
SMILES = CN/C=C\[NH+]=C=C=O
E_tot = -10312.277 eV
LUMO energy (alpha / beta) = -5.775 / -6.933 eV